An isolated molecule of C3H6N6 in a non-equilibrium geometry, computed with wB97M-V/def2-TZVPD.

Values from the calculation:
SMILES: [H]/N=c1/nn[nH]n1/N=C\C
Energy relative to the best compared isomer or geometry (same formula, charge and spin): 7.852 eV
HOMO energy: -8.80 eV
Total charge: 0
Total energy: -446.24121 Eh
HOMO-LUMO gap: 8.58 eV

Geometry (Å):
C: 0.54949 0.68980 2.06595
C: 0.75352 -0.63647 1.38465
C: -0.46351 -0.75626 -1.88265
H: 0.86736 0.68058 3.24072
H: -0.47634 1.04854 2.14741
H: 1.13113 1.48643 1.54113
H: 1.39321 -1.49832 1.76695
H: -1.24318 1.81576 -0.32349
H: -0.65498 -2.76189 -1.53563
N: 0.13389 -0.97390 0.22825
N: -0.38433 -0.14639 -0.71970
N: -0.31105 1.18970 -0.66360
N: -0.44347 1.46474 -2.13840
N: -0.31951 0.37157 -2.80545
N: -0.53224 -1.97388 -2.30615

A structure of composition C3H6NO in a non-equilibrium geometry, computed with wB97M-V/def2-TZVPD.

Values from the calculation:
Energy relative to the best compared isomer or geometry (same formula, charge and spin): 3.587 eV
HOMO energy: -15.72 eV
Total charge: +1
Total energy: -247.48427 Eh
HOMO-LUMO gap: 11.95 eV

Geometry (Å):
C: -0.74275 -0.64077 0.64350
C: 0.30791 1.27829 -0.44941
C: -0.43558 -0.52483 -0.92546
N: 0.52387 -0.04618 0.20913
O: -0.44084 0.63784 -1.50487
H: -1.45330 -0.06000 1.17108
H: -0.59773 -1.68336 1.13900
H: -0.34151 2.01136 0.01233
H: 1.17947 1.67594 -0.80725
H: -0.34342 -1.65302 -1.74544
H: 1.36849 -0.14820 0.73860

A cluster of 2 separate species, C3H6NO2 in total in a non-equilibrium geometry, computed with wB97M-V/def2-TZVPD.

Values from the calculation:
Energy relative to the best compared isomer or geometry (same formula, charge and spin): 1.874 eV
HOMO energy: -4.06 eV
Total charge: -1
Total energy: -323.14940 Eh
HOMO-LUMO gap: 8.28 eV

Geometry (Å):
C: 0.18127 -2.08336 -0.85989
C: 0.26720 -0.83834 -0.31081
N: 1.40567 -0.26943 0.24741
H: 0.64446 -2.91158 -0.34453
H: -0.40451 -2.16458 -1.75674
H: -0.54462 -0.14828 -0.52664
H: 2.18072 -0.27504 -0.39770
H: 1.22538 0.69845 0.48541
O: -1.63323 0.89368 1.21673
C: -1.22343 2.02651 0.83038
O: -0.90318 2.39098 -0.31196
H: -1.19573 2.68098 1.72833

A cluster of 2 separate species, C3H6NO2 in total in a non-equilibrium geometry, computed with wB97M-V/def2-TZVPD.

Values from the calculation:
Energy relative to the best compared isomer or geometry (same formula, charge and spin): 3.148 eV
HOMO energy: -3.97 eV
Total charge: -1
Total energy: -323.10257 Eh
HOMO-LUMO gap: 7.61 eV

Geometry (Å):
C: 1.47452 0.85997 0.25376
C: 0.11391 -0.24096 1.90896
N: 1.23648 0.11460 1.48037
H: 2.40194 1.41644 0.37292
H: 1.63949 0.19405 -0.60872
H: 0.63406 1.48659 -0.01736
H: -0.47691 0.08057 2.78795
H: -0.54368 -0.90967 1.31620
O: -1.35971 -1.38929 -0.81020
C: -1.62617 -0.75805 -1.85356
O: -2.34332 -1.10302 -2.81795
H: -1.15061 0.24878 -2.01238

A structure of composition C3H6NO2 in a non-equilibrium geometry, computed with wB97M-V/def2-TZVPD.

Values from the calculation:
Energy relative to the best compared isomer or geometry (same formula, charge and spin): 1.623 eV
HOMO energy: -4.02 eV
Total charge: -1
Total energy: -323.15862 Eh
HOMO-LUMO gap: 8.33 eV

Geometry (Å):
O: 1.71527 0.40834 -1.65116
C: 0.96266 0.13012 -0.69507
N: -0.35722 0.16195 -0.68650
C: -2.00247 0.12961 0.22894
O: -2.99299 -0.31353 -0.38862
C: 1.62112 -0.32726 0.60171
H: -0.75740 0.29949 -1.61024
H: -1.60959 -0.42851 1.09632
H: -1.94132 1.22668 0.40120
H: 0.82940 -0.53474 1.32575
H: 2.28773 0.45356 0.96661
H: 2.24481 -1.20572 0.41105

The ion C3H6NO2 with charge -1 in a non-equilibrium geometry, computed with wB97M-V/def2-TZVPD.

Values from the calculation:
SMILES: O=CCNC[O-]
Energy relative to the best compared isomer or geometry (same formula, charge and spin): 4.380 eV
HOMO energy: -2.73 eV
Total charge: -1
Total energy: -323.05729 Eh
HOMO-LUMO gap: 6.72 eV

Geometry (Å):
O: -1.02308 2.56359 0.43171
C: -0.63783 1.82793 -0.54181
C: 0.28512 0.46432 -0.63210
N: -0.14145 -0.81703 -0.31092
C: 0.38571 -1.56202 0.96016
O: 0.41794 -0.72471 2.06152
H: -0.78477 2.36863 -1.49897
H: 0.59807 0.53383 -1.69116
H: 1.19001 0.74640 -0.19339
H: -1.11840 -0.74299 -0.18768
H: -0.42516 -2.54825 1.04917
H: 1.25384 -2.10969 0.55346

A cluster of 2 separate species, C3H6NO2 in total in a non-equilibrium geometry, computed with wB97M-V/def2-TZVPD.

Values from the calculation:
Energy relative to the best compared isomer or geometry (same formula, charge and spin): 1.117 eV
HOMO energy: -3.65 eV
Total charge: -1
Total energy: -323.17720 Eh
HOMO-LUMO gap: 8.04 eV

Geometry (Å):
O: 0.76795 0.56006 1.69818
C: 0.77264 1.61774 1.00912
O: 0.20945 1.76260 -0.14629
H: 1.56310 2.35765 1.28239
C: 0.42848 -1.86104 -1.29626
C: -0.84096 -1.65020 -0.86778
N: -1.31407 -0.43643 -0.42856
H: 1.15273 -1.04713 -1.20177
H: 0.76168 -2.82413 -1.72035
H: -1.48639 -2.51222 -0.81947
H: -0.70856 0.40572 -0.22584
H: -2.06423 -0.54517 0.19941

The ion C3H6NO2 with charge +1 in a non-equilibrium geometry, computed with wB97M-V/def2-TZVPD.

Values from the calculation:
SMILES: C[C@@H](O)C#[N+]O
Energy relative to the best compared isomer or geometry (same formula, charge and spin): 4.476 eV
HOMO energy: -16.06 eV
Total charge: +1
Total energy: -322.71439 Eh
HOMO-LUMO gap: 10.82 eV

Geometry (Å):
C: -0.79111 -0.02869 0.42403
C: 0.59372 -0.03361 0.71271
C: 1.39803 -0.57525 -0.52490
N: -1.83123 0.07064 -0.11049
O: 0.89906 1.31807 1.06536
O: -3.01852 -0.34777 -0.30376
H: 0.56641 -0.73314 1.63944
H: 1.74670 0.23839 -1.26823
H: 0.64320 -1.09245 -1.12327
H: 2.22433 -1.17386 -0.17785
H: 1.20794 1.90711 0.36068
H: -3.63853 0.45058 -0.69372

A cluster of 2 separate species, C3H6NO2S in total in a non-equilibrium geometry, computed with wB97M-V/def2-TZVPD.

Values from the calculation:
Energy relative to the best compared isomer or geometry (same formula, charge and spin): 4.637 eV
HOMO energy: -15.42 eV
Total charge: +1
Total energy: -720.90086 Eh
HOMO-LUMO gap: 9.00 eV

Geometry (Å):
C: -2.30318 -2.37494 -0.18415
C: 1.81898 0.68355 -0.44772
C: 1.19659 0.70448 0.86795
N: -1.66023 -1.54603 0.22942
O: -0.98702 0.78032 -1.31567
O: -2.23407 0.81587 0.95738
S: -1.16618 0.45783 0.08562
H: -2.87042 -3.10321 -0.76076
H: 1.00790 0.62447 -1.28360
H: 2.30588 1.62816 -0.67966
H: 2.54588 -0.11269 -0.56530
H: 0.97724 1.49290 1.58270
H: 1.36861 -0.05071 1.51378

The ion C3H6NO2S with charge +1 in a non-equilibrium geometry, computed with wB97M-V/def2-TZVPD.

Values from the calculation:
SMILES: C1CSC2([NH2+]1)OO2
Energy relative to the best compared isomer or geometry (same formula, charge and spin): 5.540 eV
HOMO energy: -13.91 eV
Total charge: +1
Total energy: -720.86766 Eh
HOMO-LUMO gap: 9.35 eV

Geometry (Å):
C: -0.95670 0.22609 0.31416
C: -0.55668 1.32666 -0.71918
C: 1.30810 -0.60120 0.13141
N: -0.12375 -0.98164 0.23933
O: 2.20035 -0.88810 1.05788
O: 2.18996 -1.47389 -0.25763
S: 1.35492 1.43710 -0.65049
H: -0.89210 0.71440 1.28823
H: -2.03251 -0.12716 0.17064
H: -0.97636 1.28558 -1.79039
H: -0.83461 2.35674 -0.54402
H: -0.20687 -1.61403 1.13102
H: -0.47374 -1.66056 -0.37095

A cluster of 2 separate species, C3H6NO3 in total, computed with wB97M-V/def2-TZVPD.

Values from the calculation:
Energy relative to the best compared isomer or geometry (same formula, charge and spin): 0.068 eV
HOMO energy: -4.72 eV
Total charge: -1
Total energy: -398.49155 Eh
HOMO-LUMO gap: 8.92 eV

Geometry (Å):
O: 1.19577 0.57574 -0.37628
C: 0.78245 -0.55110 -0.75557
O: -0.30476 -1.08167 -0.43387
C: 1.68249 -1.34957 -1.70456
H: 1.89999 -2.34677 -1.32562
H: 1.16452 -1.45090 -2.66217
H: 2.60859 -0.79934 -1.88640
C: -2.12568 1.01244 1.60191
N: -0.81577 1.26529 1.56003
O: -2.98781 1.74195 2.08453
H: -2.37613 0.03281 1.17144
H: -0.22558 0.77479 0.87803
H: -0.49807 2.17632 1.84851

A cluster of 2 separate species, C3H6NO3 in total in a non-equilibrium geometry, computed with wB97M-V/def2-TZVPD.

Values from the calculation:
Energy relative to the best compared isomer or geometry (same formula, charge and spin): 0.734 eV
HOMO energy: -4.48 eV
Total charge: -1
Total energy: -398.46707 Eh
HOMO-LUMO gap: 8.78 eV

Geometry (Å):
N: -1.84398 0.17594 2.54988
C: -1.25014 0.15426 1.26986
O: -0.87225 -0.97596 0.86218
O: -1.15511 1.24475 0.68305
H: -2.27974 1.04817 2.79906
H: -2.35159 -0.64912 2.80129
C: 2.13647 0.27513 -2.16690
C: 1.04323 -0.08621 -1.48951
O: 0.95516 -1.29448 -0.89771
H: 2.25854 1.22982 -2.65883
H: 2.90051 -0.47115 -2.36054
H: 0.22097 0.57287 -1.21322
H: 0.23792 -1.22403 -0.17863

A cluster of 2 separate species, C3H6NO3 in total in a non-equilibrium geometry, computed with wB97M-V/def2-TZVPD.

Values from the calculation:
Energy relative to the best compared isomer or geometry (same formula, charge and spin): 7.171 eV
HOMO energy (alpha / beta): -15.02 / -14.92 eV
Total charge: +1
Total energy: -397.87734 Eh
HOMO-LUMO gap (alpha / beta): 7.78 / 7.42 eV

Geometry (Å):
C: -1.10215 0.73500 0.66897
C: -2.32347 0.10915 -0.07121
C: 2.17926 -0.67739 -0.53103
N: 1.73684 0.11657 0.44322
O: -1.09609 1.63956 1.39913
O: 2.09068 0.78783 1.27457
O: -0.17583 -0.04531 0.24874
H: -2.07870 -0.37859 -0.99509
H: -2.67812 -0.70264 0.60113
H: -3.21013 0.90632 -0.31162
H: 3.21644 -1.03870 -0.58101
H: 2.01904 -0.06294 -1.42575
H: 1.42224 -1.38885 -0.72005

A cluster of 2 separate species, C3H6NO4 in total in a non-equilibrium geometry, computed with wB97M-V/def2-TZVPD.

Values from the calculation:
Energy relative to the best compared isomer or geometry (same formula, charge and spin): 5.674 eV
HOMO energy: -5.00 eV
Total charge: -1
Total energy: -473.56635 Eh
HOMO-LUMO gap: 9.05 eV

Geometry (Å):
C: 1.42404 -1.60318 0.15906
C: -1.62944 0.11702 0.80310
C: -1.13873 1.67494 -0.91694
N: -1.04042 1.29348 0.29453
O: 2.56027 -2.08375 0.02751
O: 0.28201 -2.08562 0.26667
O: 2.60920 0.37976 -0.19527
O: 1.29461 -0.16633 0.10473
H: -0.80409 -0.64037 0.85508
H: -2.15224 0.17388 1.65344
H: -2.33297 -0.37820 0.18938
H: -1.85003 1.38363 -1.61419
H: -0.38109 2.36112 -1.24859
H: 3.15889 -0.42638 -0.37850

The ion C3H6NO5S2 with charge -1 in a non-equilibrium geometry, computed with wB97M-V/def2-TZVPD.

Values from the calculation:
Energy relative to the best compared isomer or geometry (same formula, charge and spin): 4.665 eV
HOMO energy (alpha / beta): -4.52 / -5.73 eV
Total charge: -1
Total energy: -1345.16660 Eh
HOMO-LUMO gap (alpha / beta): 7.23 / 8.63 eV

Geometry (Å):
C: -1.57538 -0.45678 0.31878
C: -0.79497 0.06495 -0.80338
C: -1.50874 1.28601 -1.38751
N: 2.42207 0.10072 1.12734
O: 0.96065 0.22684 3.38518
O: 1.62120 -1.97941 2.45960
O: 2.81673 0.22313 -1.29525
O: 1.57831 -1.73910 -0.48165
O: 0.53295 0.53190 -0.47892
S: 1.33237 -0.53572 2.19543
S: 1.89275 -0.31136 -0.32407
H: -1.63338 0.19810 1.18303
H: -2.02291 -1.49870 0.34300
H: -0.52258 -0.69463 -1.65673
H: -0.83633 1.94001 -1.84255
H: -2.03731 1.83061 -0.58389
H: -2.22542 0.81344 -2.15842

An isolated molecule of C3H6NOP in a non-equilibrium geometry, computed with wB97M-V/def2-TZVPD.

Values from the calculation:
SMILES: CP(C)(=O)C#N
Energy relative to the best compared isomer or geometry (same formula, charge and spin): 0.676 eV
HOMO energy: -11.16 eV
Total charge: 0
Total energy: -589.22135 Eh
HOMO-LUMO gap: 11.83 eV

Geometry (Å):
C: -1.53929 -1.06571 0.87106
C: -0.60016 0.98157 -1.23357
C: 1.41337 -0.60029 0.36492
N: -2.22986 -1.92734 1.12962
O: 0.03456 1.49075 1.45968
P: -0.05965 0.44417 0.49691
H: 0.27514 1.43361 -1.46131
H: -0.75413 0.03853 -1.70257
H: -1.39009 1.53367 -1.06087
H: 2.11770 -0.14428 -0.23880
H: 1.66494 -0.65853 1.32931
H: 1.06745 -1.52615 0.04562

The ion C3H6NOS with charge -1 in a non-equilibrium geometry, computed with wB97M-V/def2-TZVPD.

Values from the calculation:
SMILES: NC(=O)CC[S-]
Energy relative to the best compared isomer or geometry (same formula, charge and spin): 0.251 eV
HOMO energy: -2.95 eV
Total charge: -1
Total energy: -646.15650 Eh
HOMO-LUMO gap: 7.09 eV

Geometry (Å):
C: 0.06091 -0.71684 0.55573
C: 1.36254 -0.32786 -0.14649
S: 1.24701 -0.40951 -1.98035
C: -0.99984 0.37205 0.54741
N: -1.11179 1.02227 -0.63833
O: -1.79381 0.59484 1.46755
H: 0.16798 -0.93809 1.63005
H: -0.24535 -1.68231 0.13612
H: 2.14257 -0.91544 0.34123
H: 1.56747 0.72854 0.06464
H: -1.90208 1.62839 -0.58182
H: -0.49561 0.64395 -1.39576

An isolated molecule of C3H6NP in a non-equilibrium geometry, computed with wB97M-V/def2-TZVPD.

Values from the calculation:
Energy relative to the best compared isomer or geometry (same formula, charge and spin): 3.348 eV
HOMO energy (alpha / beta): -9.22 / -7.80 eV
Total charge: 0
Total energy: -513.84667 Eh
HOMO-LUMO gap (alpha / beta): 9.00 / 7.29 eV

Geometry (Å):
C: 1.49659 -0.20074 -0.15192
C: 0.27622 -1.11960 0.26102
C: -1.16340 1.34548 0.18728
N: 1.53961 0.99972 -0.18195
P: -1.33995 -0.29215 -0.19706
H: 2.40470 -0.93568 -0.46766
H: 0.56712 -2.10665 -0.00742
H: 0.10722 -1.19794 1.30782
H: -0.82745 1.52840 1.16747
H: -1.89228 2.02176 -0.22676
H: -1.16839 -0.04260 -1.69081

The ion C3H6NS with charge +1 in a non-equilibrium geometry, computed with wB97M-V/def2-TZVPD.

Values from the calculation:
SMILES: C1S[C@@H]2C[N@H+]12
Energy relative to the best compared isomer or geometry (same formula, charge and spin): 0.731 eV
HOMO energy: -14.18 eV
Total charge: +1
Total energy: -570.49111 Eh
HOMO-LUMO gap: 10.30 eV

Geometry (Å):
C: 0.59093 0.97741 -0.60629
C: -0.55131 -1.20215 -0.09151
C: -0.35610 0.91811 0.50164
N: 0.48460 -0.31586 0.16769
S: -1.84473 0.10726 -0.13860
H: 0.23480 0.86193 -1.62645
H: 1.57189 1.35158 -0.25071
H: -0.38916 -1.73855 -1.11672
H: -0.81416 -1.80774 0.79749
H: -0.16595 1.47698 1.44893
H: 1.23919 -0.62896 0.91454

A structure of composition C3H6NaO5 in a non-equilibrium geometry, computed with wB97M-V/def2-TZVPD.

Values from the calculation:
Energy relative to the best compared isomer or geometry (same formula, charge and spin): 0.796 eV
HOMO energy: -3.06 eV
Total charge: -1
Total energy: -656.45269 Eh
HOMO-LUMO gap: 3.78 eV

Geometry (Å):
C: 1.36010 3.43185 2.59815
C: 1.33599 3.41369 1.07493
O: 2.12150 4.50962 0.60944
C: 2.16593 4.76157 -0.71945
O: 1.52428 4.02774 -1.50899
O: 2.90772 5.71718 -1.05868
O: 0.53878 2.44271 3.12319
Na: 2.29691 5.33426 -3.22732
H: 1.03859 4.43976 2.92896
H: 2.40985 3.31397 2.93407
H: 0.30210 3.51151 0.71306
H: 1.74888 2.46718 0.69315
H: 1.06913 1.38653 3.33158
O: 1.71993 -0.28838 3.72888
H: 1.03478 -0.75582 4.21223